# C40H103N7O13

A cluster of 8 separate species, C40H103N7O13 in total (the ωB97M-V functional and the def2-TZVPD basis, the OMol25 dataset).

Bonds (Å) are listed after each position.
Element x y z (Å)
1 C 3.98866 5.09073 10.13659  O2 1.433, H7 1.090, H8 1.090, H9 1.090
2 O 3.74444 6.50303 10.11274  C1 1.433, C3 1.421
3 C 3.21778 7.04648 11.31571  O2 1.421, C4 1.565, H10 1.090, H11 1.090
4 C 2.33951 8.32037 11.08084  C3 1.565, C5 1.501, N6 1.453, H12 1.090
5 C 2.96091 9.48946 10.37322  C4 1.501, H13 1.090, H14 1.090, H15 1.090
6 N 2.04273 8.79157 12.42262  C4 1.453, H16 1.010, H17 1.010
7 H 4.80347 4.77412 10.78770  C1 1.090
8 H 4.14437 4.77890 9.10382  C1 1.090
9 H 3.16457 4.43346 10.41397  C1 1.090
10 H 2.66733 6.29117 11.87662  C3 1.090
11 H 4.06964 7.31015 11.94254  C3 1.090
12 H 1.41101 8.03208 10.58801  C4 1.090
13 H 3.78494 9.96381 10.90621  C5 1.090
14 H 2.14229 10.13870 10.06266  C5 1.090
15 H 3.40238 9.21017 9.41656  C5 1.090
16 H 2.90815 8.86819 12.93767  N6 1.010
17 H 1.66686 9.72902 12.42858  N6 1.010
18 C -6.22667 3.07585 12.64032  O19 1.411, H24 1.090, H25 1.090, H26 1.090
19 O -5.48507 4.19650 12.20870  C18 1.411, C20 1.408
20 C -4.11430 4.25304 12.52520  O19 1.408, C21 1.519, H27 1.090, H28 1.090
21 C -3.97624 4.74730 13.95458  C20 1.519, C22 1.519, N23 1.466, H29 1.090
22 C -4.78457 6.00088 14.24055  C21 1.519, H30 1.090, H31 1.090, H32 1.090
23 N -2.55696 4.89598 14.28951  C21 1.466, H33 1.010, H34 1.010
24 H -6.16331 2.88123 13.71093  C18 1.090
25 H -5.90701 2.17184 12.12197  C18 1.090
26 H -7.28742 3.22232 12.43670  C18 1.090
27 H -3.64395 3.27186 12.46065  C20 1.090
28 H -3.58922 4.97816 11.90344  C20 1.090
29 H -4.31523 3.98242 14.65326  C21 1.090
30 H -4.59271 6.82300 13.55105  C22 1.090
31 H -4.51551 6.42519 15.20785  C22 1.090
32 H -5.85648 5.80530 14.26975  C22 1.090
33 H -2.27506 5.70134 13.74911  N23 1.010
34 H -2.40793 5.13464 15.25953  N23 1.010
35 C 1.53870 -1.75422 14.41708  O36 1.436, H44 1.090, H45 1.090, H46 1.090
36 O 2.94406 -1.65347 14.69457  C35 1.436, C37 1.409
37 C 3.47473 -0.36678 14.47815  O36 1.409, C38 1.562, H47 1.090, H48 1.090
38 C 4.98551 -0.23372 14.85133  C37 1.562, N39 1.443, H49 1.090, H50 1.090
39 N 5.71912 -0.90388 13.80544  C38 1.443, C40 1.443, H51 1.010
40 C 7.12716 -0.93854 14.11730  N39 1.443, C41 1.580, H52 1.090, H53 1.090
41 C 7.80024 -2.07643 13.25269  C40 1.580, O42 1.441, H54 1.090, H55 1.090
42 O 7.39390 -3.39892 13.65604  C41 1.441, C43 1.452
43 C 8.07267 -4.36070 12.80626  O42 1.452, H56 1.090, H57 1.090, H58 1.090
44 H 0.99596 -1.09932 15.09873  C35 1.090
45 H 1.22104 -2.79520 14.47680  C35 1.090
46 H 1.31197 -1.41907 13.40497  C35 1.090
47 H 2.94620 0.33246 15.12608  C37 1.090
48 H 3.27878 -0.16824 13.42445  C37 1.090
49 H 5.10045 -0.68679 15.83602  C38 1.090
50 H 5.33919 0.79601 14.90305  C38 1.090
51 H 5.36588 -1.80677 13.52243  N39 1.010
52 H 7.26886 -1.30286 15.13479  C40 1.090
53 H 7.67849 -0.02048 13.91410  C40 1.090
54 H 8.87202 -1.92571 13.38180  C41 1.090
55 H 7.60886 -1.83289 12.20762  C41 1.090
56 H 8.18029 -4.06981 11.76132  C43 1.090
57 H 7.40874 -5.22483 12.83037  C43 1.090
58 H 9.06980 -4.61790 13.16358  C43 1.090
59 C -7.14975 5.53313 -2.16050  O60 1.406, H68 1.090, H69 1.090, H70 1.090
60 O -7.34977 4.80626 -0.97399  C59 1.406, C61 1.399
61 C -6.75792 5.35365 0.16995  O60 1.399, C62 1.605, H71 1.090, H72 1.090
62 C -7.35138 4.85747 1.57619  C61 1.605, N63 1.470, H73 1.090, H74 1.090
63 N -6.71741 5.51100 2.73040  C62 1.470, C64 1.519, H75 1.010
64 C -7.61022 5.33378 3.94595  N63 1.519, C65 1.541, H76 1.090, H77 1.090
65 C -7.90964 3.94659 4.54683  C64 1.541, O66 1.428, H78 1.090, H79 1.090
66 O -8.97502 3.25339 3.89692  C65 1.428, C67 1.453
67 C -9.38581 2.07371 4.64001  O66 1.453, H80 1.090, H81 1.090, H82 1.090
68 H -7.84823 6.36989 -2.16968  C59 1.090
69 H -7.38232 4.81639 -2.94808  C59 1.090
70 H -6.10409 5.80509 -2.30449  C59 1.090
71 H -6.82532 6.44146 0.15453  C61 1.090
72 H -5.67687 5.21858 0.13537  C61 1.090
73 H -7.17635 3.79018 1.71173  C62 1.090
74 H -8.41707 5.08638 1.57956  C62 1.090
75 H -6.88618 6.48032 2.50227  N63 1.010
76 H -8.54226 5.86475 3.75233  C64 1.090
77 H -7.14927 5.89935 4.75575  C64 1.090
78 H -8.06407 4.13753 5.60880  C65 1.090
79 H -7.01738 3.32241 4.59549  C65 1.090
80 H -8.72367 1.20843 4.60939  C67 1.090
81 H -10.33177 1.66284 4.28725  C67 1.090
82 H -9.51064 2.21977 5.71294  C67 1.090
83 C -19.76106 -2.45574 12.36748  O84 1.393, H92 1.090, H93 1.090, H94 1.090
84 O -18.97909 -1.88184 13.36667  C83 1.393, C85 1.408
85 C -19.69960 -0.93622 14.12162  O84 1.408, C86 1.554, H95 1.090, H96 1.090
86 C -18.71759 -0.41528 15.20753  C85 1.554, N87 1.423, H97 1.090, H98 1.090
87 N -17.79838 0.61947 14.87495  C86 1.423, C88 1.460, H99 1.010
88 C -16.76692 0.19813 13.93149  N87 1.460, C89 1.516, H100 1.090, H101 1.090
89 C -15.67444 1.24964 13.91782  C88 1.516, O90 1.405, H102 1.090, H103 1.090
90 O -15.15583 1.57987 15.18142  C89 1.405, C91 1.424
91 C -14.24093 2.66917 15.12155  O90 1.424, H104 1.090, H105 1.090, H106 1.090
92 H -20.56369 -3.11858 12.69078  C83 1.090
93 H -19.04827 -2.98480 11.73492  C83 1.090
94 H -20.08214 -1.76319 11.58941  C83 1.090
95 H -20.53097 -1.45009 14.60418  C85 1.090
96 H -20.07422 -0.11392 13.51204  C85 1.090
97 H -18.19826 -1.18665 15.77619  C86 1.090
98 H -19.39436 0.06607 15.91350  C86 1.090
99 H -17.26001 0.94497 15.66508  N87 1.010
100 H -17.24280 0.09848 12.95593  C88 1.090
101 H -16.25458 -0.71230 14.24251  C88 1.090
102 H -16.13706 2.13554 13.48276  C89 1.090
103 H -14.88190 0.99961 13.21251  C89 1.090
104 H -13.86035 2.65588 16.14286  C91 1.090
105 H -14.66965 3.62928 14.83436  C91 1.090
106 H -13.34271 2.40854 14.56176  C91 1.090
107 C -4.70669 -2.40602 10.45715  O108 1.448, H116 1.090, H117 1.090, H118 1.090
108 O -5.20995 -3.09915 11.62419  C107 1.448, C109 1.431
109 C -6.53186 -3.59545 11.39203  O108 1.431, C110 1.545, H119 1.090, H120 1.090
110 C -6.94609 -4.42062 12.63111  C109 1.545, N111 1.464, H121 1.090, H122 1.090
111 N -7.61217 -3.73122 13.73778  C110 1.464, C112 1.507, H123 1.010
112 C -6.69834 -2.90311 14.60473  N111 1.507, C113 1.568, H124 1.090, H125 1.090
113 C -7.55157 -2.04217 15.59991  C112 1.568, O114 1.441, H126 1.090, H127 1.090
114 O -6.61895 -1.34431 16.44791  C113 1.441, C115 1.416
115 C -7.13683 -0.13819 16.97897  O114 1.416, H128 1.090, H129 1.090, H130 1.090
116 H -4.15477 -1.54141 10.82583  C107 1.090
117 H -5.44067 -2.20894 9.67579  C107 1.090
118 H -3.91027 -3.07658 10.13437  C107 1.090
119 H -6.57524 -4.25317 10.52392  C109 1.090
120 H -7.17940 -2.73770 11.21025  C109 1.090
121 H -6.06447 -4.92342 13.02864  C110 1.090
122 H -7.66538 -5.13751 12.23513  C110 1.090
123 H -8.03541 -4.46693 14.28523  N111 1.010
124 H -6.10525 -2.14615 14.09153  C112 1.090
125 H -5.91772 -3.46655 15.11586  C112 1.090
126 H -8.31668 -2.64307 16.09149  C113 1.090
127 H -8.01544 -1.27299 14.98242  C113 1.090
128 H -8.05043 -0.34362 17.53689  C115 1.090
129 H -7.42401 0.49786 16.14167  C115 1.090
130 H -6.35027 0.34326 17.56002  C115 1.090
131 C -0.94525 5.39844 19.64527  O132 1.445, H140 1.090, H141 1.090, H142 1.090
132 O -1.07346 6.75362 19.16175  C131 1.445, C133 1.425
133 C -0.28192 7.72946 19.83438  O132 1.425, C134 1.520, H143 1.090, H144 1.090
134 C -0.41783 9.03701 19.07077  C133 1.520, N135 1.476, H145 1.090, H146 1.090
135 N 0.16501 10.21764 19.73756  C134 1.476, C136 1.498, H147 1.010
136 C -0.02840 11.36269 18.79099  N135 1.498, C137 1.510, H148 1.090, H149 1.090
137 C -1.43511 11.81728 18.48158  C136 1.510, O138 1.464, H150 1.090, H151 1.090
138 O -1.87718 11.25779 17.20264  C137 1.464, C139 1.430
139 C -3.08193 11.80904 16.66344  O138 1.430, H152 1.090, H153 1.090, H154 1.090
140 H 0.11256 5.17135 19.51265  C131 1.090
141 H -1.47595 4.73288 18.96449  C131 1.090
142 H -1.26821 5.15345 20.65709  C131 1.090
143 H 0.75545 7.39774 19.87846  C133 1.090
144 H -0.58429 7.93071 20.86208  C133 1.090
145 H -1.49693 9.18822 19.04305  C134 1.090
146 H -0.17694 8.82772 18.02853  C134 1.090
147 H 1.16698 10.13399 19.83317  N135 1.010
148 H 0.60106 11.13757 17.93006  C136 1.090
149 H 0.49440 12.22252 19.20990  C136 1.090
150 H -1.50615 12.89831 18.60175  C137 1.090
151 H -2.05518 11.41148 19.28092  C137 1.090
152 H -3.00103 11.52524 15.61414  C139 1.090
153 H -3.17860 12.89162 16.74574  C139 1.090
154 H -3.89337 11.26025 17.14144  C139 1.090
155 C -10.38844 8.03015 10.74573  C156 1.495, H158 1.090, H159 1.090, H160 1.090
156 C -10.25652 9.49304 11.02379  C155 1.495, O157 1.367, H161 1.090, H162 1.090
157 O -11.24647 10.19414 10.39335  C156 1.367, H163 0.960
158 H -9.71570 7.50571 11.42431  C155 1.090
159 H -10.13644 7.86923 9.69754  C155 1.090
160 H -11.36549 7.63798 11.02800  C155 1.090
161 H -9.28812 9.84362 10.66689  C156 1.090
162 H -10.37136 9.58531 12.10379  C156 1.090
163 H -12.02456 9.83345 10.82471  O157 0.960

Properties
**Highest occupied orbital energy**: -8.555 eV
**Gap between HOMO and LUMO**: 8.96 eV
**Molecular weight**: 890.30 u
**SMILES string**: COC[C@H](C)N.COC[C@H](C)N.COCCNCCOC.COCCNCCOC.COCCNCCOC.COCCNCCOC.COCCNCCOC.CCO
**LUMO**: 0.40 eV
**Relative energy (zero: lowest compared OMol25 entry of this formula, charge and spin)**: 69.08 kcal/mol